w.
Molecular formula: C6H9NO
Method: DFT, ωB97M-V/def2-TZVPD

The geometry in XYZ format:
```
17
Properties=species:S:1:pos:R:3
C -1.22 1.41 1.06
C -0.44 0.46 0.27
C -0.78 -0.74 -0.17
C 0.38 -1.26 -0.95
C 1.48 -1.09 0.14
C 1.13 0.40 -0.14
H -2.79 1.22 0.01
H -1.06 2.39 0.69
H -1.03 1.41 2.18
H -1.44 -1.48 0.32
H 0.24 -2.10 -1.63
H 2.50 -1.39 -0.20
H 1.31 -1.47 1.15
H 1.74 1.24 -0.03
H 1.73 -0.14 -2.05
N 0.81 0.01 -1.59
O -2.55 1.13 0.95
```

M: 111.1 u
Kohn-Sham gap: 9.67 eV
highest occupied orbital energy: -8.71 eV

Results of the natural (NBO) charge analysis, in e, for atoms 1 through 8: C -0.0953; C -0.0073; C -0.2173; C -0.1148; C -0.3952; C -0.0861; H 0.4681; H 0.1673

=====

x.
Molecular formula: C6H9NO
Method: DFT, ωB97M-V/def2-TZVPD

The geometry in XYZ format:
```
17
Properties=species:S:1:pos:R:3
C 3.09 -0.11 0.21
C 2.35 -1.20 -0.09
C 0.95 -1.00 -0.32
N 0.25 0.12 -0.46
C 1.06 1.27 -0.36
C 2.43 1.16 0.00
H 4.21 -0.09 0.28
H 2.98 -2.04 -0.18
H 0.32 -1.86 -0.76
H 0.39 2.11 -0.37
H 3.27 2.00 0.17
C -3.68 -0.02 0.69
O -3.67 0.09 -0.83
H -4.81 -0.32 0.88
H -3.11 -0.87 1.16
H -3.42 0.82 1.23
H -2.61 -0.07 -1.25
```

M: 111.1 u
SMILES: c1ccncc1.CO
Kohn-Sham gap: 10.34 eV
highest occupied orbital energy: -9.70 eV

Results of the natural (NBO) charge analysis, in e, for atoms 1 through 8: C -0.1704; C -0.2679; C 0.0393; N -0.4179; C -0.0115; C -0.2586; H 0.2219; H 0.2278

=====

y.
Molecular formula: C6H9NO
Method: DFT, ωB97M-V/def2-TZVPD

The geometry in XYZ format:
```
17
Properties=species:S:1:pos:R:3
H 2.10 -0.38 1.33
N 2.12 -0.93 0.48
C 1.10 -0.85 -0.25
C 1.09 -1.55 -1.57
C -0.22 -0.17 0.16
C -1.41 -0.76 0.09
C -0.01 1.28 0.39
C -1.10 2.04 1.10
O 1.04 1.79 0.06
H 2.07 -1.96 -1.78
H 0.81 -0.84 -2.36
H 0.36 -2.36 -1.57
H -1.50 -1.80 -0.17
H -2.33 -0.22 0.27
H -1.98 2.11 0.47
H -1.38 1.55 2.03
H -0.75 3.05 1.31
```

M: 111.1 u
SMILES: [H]/N=C(/C)C(=C)C(C)=O
Kohn-Sham gap: 9.63 eV
highest occupied orbital energy: -9.52 eV

Results of the natural (NBO) charge analysis, in e, for atoms 1 through 8: H 0.3409; N -0.5998; C 0.3117; C -0.6651; C -0.1824; C -0.3150; C 0.5515; C -0.7175

=====

Most stable to least stable, the ends of the list are y and w.

=====

w.
Molecular formula: C6H9NO
Method: DFT, ωB97M-V/def2-TZVPD

The geometry in XYZ format:
```
17
Properties=species:S:1:pos:R:3
C 2.84 0.08 0.11
C 2.16 -1.11 -0.03
C 0.87 -1.21 -0.18
N 0.08 -0.13 -0.39
C 0.69 1.04 -0.30
C 2.12 1.22 -0.04
H 3.85 0.08 0.34
H 2.67 -2.07 -0.13
H 0.39 -2.20 -0.45
H 0.15 1.99 -0.50
H 2.41 2.25 -0.08
C -3.27 0.01 0.50
O -2.71 -0.02 -0.78
H -4.37 0.03 0.34
H -3.13 -0.81 1.13
H -3.03 0.95 1.06
H -1.72 -0.09 -0.60
```

M: 111.1 u
SMILES: c1ccncc1.CO
Kohn-Sham gap: 10.03 eV
highest occupied orbital energy: -9.45 eV

Results of the natural (NBO) charge analysis, in e, for atoms 1 through 8: C -0.1625; C -0.2582; C 0.0253; N -0.4559; C 0.0642; C -0.2446; H 0.2190; H 0.2215

=====

x.
Molecular formula: C6H9NO
Method: DFT, ωB97M-V/def2-TZVPD

The geometry in XYZ format:
```
17
Properties=species:S:1:pos:R:3
C 2.37 -0.51 0.62
C 1.08 -0.44 0.29
C 0.00 -1.27 -0.08
O 0.01 -2.50 -0.52
C -1.00 -0.34 0.12
N -2.33 -0.44 0.28
C -0.11 0.84 0.35
C 0.16 1.80 -0.79
H 2.84 -1.46 0.80
H 2.96 0.39 0.72
H -0.83 -2.67 -0.97
H -2.74 -1.32 0.57
H -2.86 0.37 0.57
H -0.28 1.37 1.29
H 1.01 2.46 -0.55
H 0.41 1.28 -1.72
H -0.70 2.44 -0.98
```

M: 111.1 u
SMILES: C=C1C(O)=C(N)[C@@H]1C
Kohn-Sham gap: 7.55 eV
highest occupied orbital energy: -6.94 eV

Results of the natural (NBO) charge analysis, in e, for atoms 1 through 8: C -0.5191; C 0.0469; C 0.1503; O -0.6563; C 0.1300; N -0.8118; C -0.2197; C -0.6123

=====

y.
Molecular formula: C6H9NO
Method: DFT, ωB97M-V/def2-TZVPD

The geometry in XYZ format:
```
17
Properties=species:S:1:pos:R:3
O -2.99 -0.14 -0.54
C -1.98 0.21 0.39
C -0.55 0.67 -0.30
C 0.60 1.50 0.10
C 1.75 0.71 -0.25
C 1.50 -0.85 -0.44
N 0.27 -1.38 0.23
C -0.59 -0.36 0.77
H -2.56 -0.37 -1.57
H -2.53 0.71 1.12
H -0.48 0.14 -1.24
H 0.59 2.53 0.63
H 2.70 1.01 -0.14
H 1.28 -0.96 -1.66
H 2.62 -1.29 -0.11
H 0.70 -1.93 1.09
H -0.32 -0.21 1.91
```

M: 111.1 u
SMILES: O[C@@H]1[C@H]2C=CCN[C@H]12
Kohn-Sham gap: 8.95 eV
highest occupied orbital energy: -8.06 eV

Results of the natural (NBO) charge analysis, in e, for atoms 1 through 8: O -0.6936; C 0.1321; C -0.3414; C -0.1767; C -0.2441; C -0.2770; N -0.6308; C -0.0664

=====

Most stable to least stable, the ends of the list are w and y.

=====

w.
Molecular formula: C6H9NO
Method: DFT, ωB97M-V/def2-TZVPD

The geometry in XYZ format:
```
17
Properties=species:S:1:pos:R:3
O -3.39 0.31 0.16
C -2.51 -0.43 -0.48
N -1.08 -0.13 -0.46
C -0.52 0.82 0.32
C 0.81 1.19 -0.01
C 1.51 0.10 -0.59
C 1.25 -1.09 0.30
C -0.35 -0.65 0.59
H -2.70 -1.31 -1.40
H -1.12 1.47 1.18
H 1.31 1.94 0.83
H 0.92 1.85 -0.85
H 2.56 0.17 -0.71
H 1.35 -0.13 -1.52
H 1.51 -1.97 -0.16
H 1.51 -1.06 1.46
H -1.04 -1.08 1.33
```

M: 111.1 u
SMILES: O=CN1[C@@H]2CCC[C@@H]21
Kohn-Sham gap: 9.85 eV
highest occupied orbital energy: -9.19 eV

Results of the natural (NBO) charge analysis, in e, for atoms 1 through 8: O -0.5621; C 0.5337; N -0.5113; C -0.0708; C -0.4241; C -0.4362; C -0.3757; C -0.0547

=====

x.
Molecular formula: C6H9NO
Method: DFT, ωB97M-V/def2-TZVPD

The geometry in XYZ format:
```
17
Properties=species:S:1:pos:R:3
C -1.69 -1.66 -0.05
C -1.16 -0.53 0.36
C -0.01 0.27 -0.11
C -0.55 1.61 -0.62
C 1.21 0.40 0.76
C 1.99 -0.81 0.26
N 1.69 -1.10 -0.90
O 0.48 -0.43 -1.25
H -2.60 -2.11 0.34
H -1.14 -2.10 -0.92
H -1.65 0.02 1.20
H -1.43 1.45 -1.30
H -1.03 2.19 0.17
H 0.24 2.23 -1.11
H 1.83 1.33 0.42
H 0.97 0.45 1.91
H 2.85 -1.22 0.84
```

M: 111.1 u
SMILES: C=C[C@@]1(C)CC=NO1
Kohn-Sham gap: 10.43 eV
highest occupied orbital energy: -9.57 eV

Results of the natural (NBO) charge analysis, in e, for atoms 1 through 8: C -0.3852; C -0.2004; C 0.1480; C -0.6060; C -0.4716; C 0.0146; N -0.0829; O -0.3843

=====

y.
Molecular formula: C6H9NO
Method: DFT, ωB97M-V/def2-TZVPD

The geometry in XYZ format:
```
17
Properties=species:S:1:pos:R:3
C -2.82 0.82 0.51
C -1.62 0.95 0.51
C 0.04 1.37 0.31
C 0.33 1.64 -1.13
O 0.59 1.84 1.26
H -3.84 0.51 0.50
H 0.50 2.71 -1.25
H -0.46 1.31 -1.80
H 1.24 1.09 -1.41
C 1.67 -1.46 1.10
C 0.54 -1.18 0.45
N 0.13 -1.67 -0.77
H 1.95 -0.89 1.98
H 2.35 -2.22 0.75
H -0.33 -0.56 0.92
H 0.61 -2.52 -1.06
H -0.88 -1.74 -0.86
```

M: 111.1 u
SMILES: C#CC(C)=O.C=CN
Kohn-Sham gap: 8.92 eV
highest occupied orbital energy: -8.44 eV

Results of the natural (NBO) charge analysis, in e, for atoms 1 through 8: C -0.2617; C -0.1669; C 0.6194; C -0.7244; O -0.4995; H 0.2396; H 0.2559; H 0.2423

=====

Most stable to least stable, the ends of the list are x and w.